(1)
16
Properties=species:S:1:pos:R:3:forces:R:3 method="wB97M-V/def2-TZVPD" e_lumo_ev=0.5 homo_lumo_gap_ev=8.554 relative_energy_kcal_mol=114.3 total_charge=0
O 2.988795 -0.519808 0.595469 -1.235 0.110 -0.350
O -2.744732 -1.105337 0.450799 -0.224 0.216 -0.241
O 2.852870 0.640245 -1.304099 -0.164 -0.053 -0.198
N -2.619094 0.955896 -0.440956 0.499 0.424 -0.268
C 0.324816 0.623932 -0.242952 6.060 -0.521 -0.529
C -0.096544 -0.545612 0.356310 -5.913 0.723 0.296
C 2.311413 0.062610 -0.206755 -0.558 1.871 -0.309
C 0.100411 -1.529690 1.181385 0.174 -0.357 -0.126
C -2.083103 -0.179648 0.054853 1.529 -2.304 1.553
H -2.062646 1.752950 -0.689849 0.058 -0.058 -0.016
H 0.345149 1.523566 0.363805 -0.159 0.022 -0.057
H -0.746730 -2.105208 1.533334 -0.160 0.021 -0.102
H 0.145590 0.741528 -1.306042 0.037 0.111 0.076
H 1.093648 -1.834682 1.482598 0.071 0.100 0.000
H 3.816261 0.473668 -1.319434 -0.270 -0.101 0.163
H -3.626106 1.045588 -0.508465 0.254 -0.205 0.108


(2)
46
Properties=species:S:1:pos:R:3:forces:R:3 method="wB97M-V/def2-TZVPD" e_lumo_ev="-12.8 / -12.7" s_squared=3.783 multiplicity=4 homo_lumo_gap_ev="5.467 / 5.182" relative_energy_kcal_mol=7.5 total_charge=+3
Re 0.127862 -0.287405 -2.631896 0.025 -0.959 3.903
I 3.776426 1.131483 -1.459127 -0.046 -0.090 0.017
I 0.913875 -2.563375 -3.539559 0.093 0.925 0.000
Cl -1.661053 0.820800 -1.580929 1.210 -0.630 -1.210
P -1.169238 -0.176485 -4.460186 -2.420 1.747 -5.151
O 1.344458 2.204081 -4.017302 -0.873 -3.353 2.299
O 0.703256 1.947209 2.329874 -0.267 -1.625 1.170
N 0.309615 -0.967515 -0.487678 0.010 0.299 1.161
N 0.726630 0.617053 4.169591 -1.352 0.657 1.622
C 0.960963 1.830280 4.974681 0.056 -0.538 0.634
C 0.421932 -0.038432 0.493189 0.061 -0.356 0.255
C 0.710516 -0.358040 1.831336 -0.007 0.245 -0.493
C 0.700403 0.807247 2.796100 0.613 0.942 -3.034
C 1.004406 1.244704 -3.452297 0.639 3.438 -2.787
C 0.792157 -2.646101 1.168831 -0.241 -0.123 -0.391
C 0.356195 -2.253271 -0.102375 0.596 -0.712 0.242
C 1.042522 -1.681458 2.134174 -0.014 0.106 -0.183
C 0.080841 -0.514344 4.862168 0.287 -0.375 0.788
C -0.175870 -0.045689 -6.025246 0.394 -0.246 0.450
C -1.321253 -0.898176 4.383593 -0.271 0.126 -0.508
C -2.375903 -1.466842 -4.913822 0.175 -0.381 0.881
C -2.153121 1.371227 -4.739102 0.278 -0.168 0.722
C 2.288776 2.471625 4.685854 0.774 0.325 -0.511
H 1.501354 -1.939716 3.088211 -0.292 -0.130 -0.304
H -0.863231 -0.094394 -6.882734 0.166 0.042 0.342
H 0.736832 -1.399410 4.802716 -0.042 0.350 0.019
H 3.098492 1.746374 4.751816 0.042 0.001 0.142
H 0.896061 1.527771 6.021845 -0.108 0.034 -0.213
H 0.918844 -3.710288 1.377717 -0.006 0.365 -0.073
H 0.362319 0.915482 -6.031160 -0.193 -0.419 -0.146
H 0.024792 -0.238635 5.926322 0.205 -0.066 -0.488
H -2.696393 1.282401 -5.689050 0.240 -0.112 0.241
H -1.863323 -2.408651 -5.126119 -0.139 0.035 0.034
H -1.460300 2.221846 -4.797595 -0.275 -0.144 0.070
H 0.110235 -3.000344 -0.860160 0.176 0.205 0.418
H -2.007799 -0.042370 4.468704 0.204 -0.309 -0.091
H -2.864059 1.517995 -3.919414 0.089 0.098 -0.267
H -2.930394 -1.149644 -5.804979 0.283 0.144 0.188
H 0.540526 -0.877104 -6.071829 -0.152 0.281 -0.188
H -3.089201 -1.611431 -4.097049 0.016 -0.122 -0.113
H -1.693393 -1.705770 5.031057 0.223 0.304 -0.122
H 0.259875 0.982842 0.180012 0.124 0.051 0.321
H -1.305823 -1.280706 3.353990 -0.198 0.174 0.317
H 2.472972 3.261802 5.410244 -0.064 -0.031 0.063
H 0.159553 2.547389 4.756332 -0.164 -0.147 -0.114
H 2.287648 2.905984 3.691253 0.148 0.142 0.087